The following is a quantum chemistry calculation of a cluster of 17 separate species, C23H34BCl48N4O2 in total, from OMol25.

For the gap between HOMO and LUMO, the calculation gives 8.89 eV. The value obtained for the electronic energy is -636205.72140 eV. The calculation puts the max |F| at 0.0494 Eh/bohr. The LUMO energy comes out at -2.9 eV.

The geometry in ORCA input format:
```
! RIJCOSX wB97M-V def2-TZVPD def2/J DEFGRID3
* xyz 1 1
C 1.59 -0.70 -2.01
C 1.69 -1.06 -0.51
B 2.91 -2.01 -0.26
O 3.09 -3.18 -0.96
N 3.88 -1.67 0.86
C 5.21 -1.46 0.55
N 5.71 -1.92 -0.70
N 6.03 -0.87 1.40
C 5.67 -0.37 2.72
C 6.97 -0.24 3.53
O 7.69 -1.24 3.62
N 7.28 1.00 4.13
C 7.51 2.04 3.12
C 6.32 1.40 5.17
H 2.52 -0.27 -2.39
H 1.35 -1.59 -2.61
H 0.80 0.03 -2.18
H 1.73 -0.15 0.11
H 0.77 -1.58 -0.21
H 3.50 -3.01 -1.82
H 3.47 -0.93 1.43
H 6.26 -2.77 -0.59
H 6.28 -1.21 -1.14
H 7.00 -0.77 1.13
H 5.16 0.59 2.62
H 5.03 -1.09 3.24
H 7.97 2.90 3.62
H 8.21 1.69 2.37
H 6.58 2.40 2.65
H 5.55 0.64 5.34
H 6.86 1.56 6.11
H 5.84 2.35 4.92
C 2.91 -6.20 -3.07
Cl 1.37 -5.64 -3.70
Cl 3.30 -7.80 -3.66
Cl 4.24 -5.07 -3.43
H 2.82 -6.24 -1.99
C 0.97 -1.52 3.20
Cl 1.17 -2.51 4.64
Cl -0.71 -1.13 2.89
Cl 1.90 -0.01 3.33
H 1.35 -2.08 2.35
C -4.63 -0.15 2.15
Cl -5.39 -1.50 2.97
Cl -3.96 0.99 3.31
Cl -3.36 -0.74 1.07
H -5.37 0.37 1.56
C -6.35 1.05 -1.24
Cl -7.27 -0.19 -0.38
Cl -5.83 2.33 -0.14
Cl -4.97 0.35 -2.07
H -7.00 1.49 -1.98
C -2.64 2.04 -5.28
Cl -3.70 3.00 -4.24
Cl -1.39 1.24 -4.32
Cl -3.57 0.88 -6.21
H -2.15 2.72 -5.97
C 2.44 -1.77 -6.61
Cl 1.84 -2.74 -7.94
Cl 1.19 -0.69 -5.98
Cl 3.06 -2.82 -5.32
H 3.26 -1.16 -6.97
C -4.07 5.92 1.12
Cl -5.45 6.74 1.85
Cl -3.77 4.37 1.92
Cl -4.30 5.71 -0.61
H -3.20 6.54 1.27
C -2.21 4.64 -9.07
Cl -3.23 3.22 -9.24
Cl -3.10 6.00 -8.39
Cl -0.77 4.28 -8.09
H -1.86 4.92 -10.05
C -3.82 -4.23 5.08
Cl -4.36 -5.70 5.88
Cl -3.24 -3.05 6.25
Cl -2.56 -4.59 3.89
H -4.66 -3.80 4.55
C -1.38 -6.47 -0.73
Cl -1.77 -5.49 0.68
Cl -1.77 -5.61 -2.22
Cl 0.32 -6.96 -0.68
H -1.98 -7.37 -0.69
C -1.46 -7.55 7.60
Cl -1.90 -9.03 8.44
Cl -0.92 -6.31 8.73
Cl -0.23 -7.86 6.37
H -2.34 -7.17 7.09
C 4.92 3.42 -0.10
Cl 4.13 2.07 0.74
Cl 5.43 4.60 1.09
Cl 6.28 2.83 -1.06
H 4.21 3.87 -0.77
C 4.58 5.73 5.33
Cl 6.04 5.43 6.27
Cl 4.88 6.93 4.07
Cl 3.97 4.22 4.64
H 3.82 6.13 5.99
C -4.11 -1.09 -10.09
Cl -5.47 -1.10 -8.97
Cl -4.58 -0.42 -11.65
Cl -2.75 -0.20 -9.40
H -3.80 -2.12 -10.25
C -10.57 -0.51 -2.80
Cl -10.48 -1.31 -1.23
Cl -12.24 -0.15 -3.23
Cl -9.60 0.97 -2.82
H -10.17 -1.18 -3.54
C -6.08 9.08 5.42
Cl -4.61 8.73 4.51
Cl -6.18 10.79 5.83
Cl -7.51 8.56 4.51
H -6.05 8.51 6.34
*
```

These are the Löwdin partial charges, in e, on atoms 1 to 6: C -0.0951; C -0.1410; B -0.5238; O 0.1296; N 0.2431; C -0.3076